Density functional theory data (the ωB97M-V functional and the def2-TZVPD basis) for a cluster of 14 separate species, C63H148N20O15 in total in a non-equilibrium geometry.

Properties
2S+1: 1
LUMO energy (eV): 0.006
Kohn-Sham gap (eV): 7.804

```
246
Properties=species:S:1:pos:R:3:mulliken_charge:R:1
C -1.489 5.709 -2.394 1.9280
C -1.049 6.368 -3.692 -1.0175
O -1.759 5.883 -4.841 -0.5468
O -2.804 6.068 -2.030 -0.6734
H -0.753 6.066 -1.679 -0.3916
H -1.442 4.638 -2.604 -0.6992
H 0.018 6.259 -3.911 0.4646
H -1.223 7.451 -3.669 0.2704
H -1.204 5.960 -5.618 0.3231
H -3.409 5.540 -2.558 0.4505
C -4.248 -1.689 -5.413 0.3646
O -4.064 -1.672 -6.626 -0.7581
N -3.736 -2.698 -4.608 0.0374
N -4.871 -0.749 -4.669 -0.2055
H -3.346 -3.496 -5.071 0.1397
H -3.845 -2.695 -3.609 0.0151
H -4.805 -0.840 -3.664 0.3871
H -4.985 0.152 -5.093 0.1903
C -0.066 4.301 4.151 0.4808
O 0.784 3.577 4.692 -0.7471
N -1.216 3.772 3.726 -0.0551
N 0.036 5.664 4.099 -0.2852
H -1.260 2.770 3.701 0.0428
H -2.007 4.333 3.455 0.1147
H 0.847 6.025 4.574 0.2514
H -0.272 6.279 3.351 0.3485
C -4.885 -0.125 -0.720 0.1856
O -4.741 -0.667 -1.819 -0.7280
N -6.049 0.422 -0.274 -0.3502
N -3.834 0.022 0.110 0.5699
H -6.020 0.771 0.662 0.1635
H -6.842 0.310 -0.877 0.3120
H -2.925 -0.383 -0.065 -1.0037
H -4.060 0.317 1.043 0.2140
C -4.034 2.939 -3.010 0.2324
O -3.397 3.285 -1.993 -0.3489
N -3.575 3.238 -4.229 -0.1590
N -5.309 2.497 -2.924 -0.3697
H -2.775 3.822 -4.417 0.0539
H -4.139 2.941 -5.007 0.1751
H -5.677 2.330 -2.002 0.2189
H -5.798 2.008 -3.653 0.1979
C -0.373 -0.593 -6.560 0.6188
O 0.812 -0.485 -6.253 -0.6519
N -1.410 0.225 -6.167 -0.2670
N -0.876 -1.477 -7.421 -0.4227
H -1.201 1.037 -5.617 0.1950
H -2.172 0.138 -6.813 0.2254
H -0.290 -2.164 -7.861 0.2405
H -1.869 -1.642 -7.343 0.1252
C -3.443 3.933 1.611 0.2866
O -3.678 3.868 2.820 -0.8448
N -4.039 3.076 0.725 0.1605
N -2.924 5.008 0.967 0.0115
H -3.853 3.138 -0.273 0.0321
H -4.616 2.410 1.201 0.1002
H -2.889 5.852 1.513 0.2519
H -2.587 4.992 0.020 0.0163
C 0.567 -4.962 -4.337 0.5819
O 1.441 -4.509 -3.596 -0.5495
N 0.559 -6.284 -4.648 -0.5054
N -0.545 -4.268 -4.743 0.0924
H 1.223 -6.805 -4.101 0.2448
H -0.313 -6.677 -4.953 0.1748
H -1.085 -4.719 -5.455 0.2283
H -0.510 -3.304 -4.462 -0.3753
C -0.582 -1.864 5.468 -2.1701
C -1.864 -2.114 4.620 2.9424
C -1.963 -3.538 4.127 0.1956
C -2.382 -4.517 5.206 -1.0534
C -3.769 -4.082 5.702 -1.6034
C -3.898 -2.634 6.152 1.7722
N -3.122 -1.755 5.279 0.3684
O -3.201 -0.391 5.644 -0.4211
C -5.391 -2.281 6.116 -1.9141
C -3.400 -2.403 7.655 -1.6435
C -1.712 -1.257 3.324 -1.6572
H -0.684 -2.439 6.390 0.4674
H -0.616 -0.825 5.809 0.4713
H 0.346 -1.961 4.912 0.2559
H -2.693 -3.596 3.315 -0.4738
H -1.033 -3.836 3.638 -0.0802
H -1.698 -4.669 6.044 0.3221
H -2.391 -5.478 4.682 0.4156
H -4.060 -4.817 6.464 0.5459
H -4.540 -4.433 5.005 0.4087
H -6.006 -3.027 6.625 0.3994
H -5.685 -1.367 6.634 0.3007
H -5.614 -2.244 5.049 0.4492
H -2.356 -2.100 7.742 0.3637
H -4.009 -1.559 7.980 0.4476
H -3.579 -3.266 8.293 0.3283
H -2.464 -1.491 2.570 0.0567
H -0.692 -1.375 2.953 -0.4122
H -1.796 -0.175 3.461 0.3259
H -2.908 -0.375 6.568 0.3673
C 3.659 -2.817 -0.286 -2.3077
C 2.981 -3.915 0.546 2.4805
C 3.009 -5.193 -0.283 -1.1923
C 2.725 -6.490 0.499 -0.1442
C 3.701 -6.530 1.724 -1.5591
C 3.729 -5.240 2.601 1.5582
N 3.731 -4.043 1.781 0.5348
O 3.874 -2.846 2.490 -0.4352
C 2.540 -5.259 3.598 -1.4923
C 5.007 -5.394 3.438 -2.0021
C 1.534 -3.477 0.784 0.4513
H 3.472 -1.790 0.027 -0.4472
H 3.565 -2.868 -1.373 0.4405
H 4.746 -2.904 -0.161 0.8513
H 2.182 -5.146 -0.995 -0.1062
H 3.924 -5.401 -0.840 0.5180
H 2.914 -7.387 -0.092 0.5750
H 1.667 -6.519 0.776 -0.3224
H 4.672 -6.732 1.265 0.4202
H 3.508 -7.433 2.307 0.5113
H 2.399 -4.348 4.178 0.3069
H 1.635 -5.450 3.013 0.0596
H 2.599 -6.094 4.300 0.5320
H 5.927 -5.520 2.862 0.4061
H 5.181 -4.468 3.993 0.4582
H 4.875 -6.242 4.106 0.3984
H 1.009 -4.257 1.334 -0.8341
H 0.980 -3.252 -0.131 -0.6616
H 1.539 -2.526 1.323 0.3278
H 4.827 -2.734 2.586 0.3629
C 1.326 0.573 1.356 -1.0602
C 0.463 0.944 0.134 1.6615
C 1.332 1.901 -0.708 0.0999
C 0.943 2.025 -2.187 0.4586
C 0.790 0.625 -2.773 -1.2949
C -0.136 -0.341 -2.070 2.9754
N 0.126 -0.315 -0.603 0.6111
O -0.798 -1.075 0.132 2.7387
C -1.596 -0.062 -2.424 0.0771
C 0.328 -1.686 -2.582 -1.3878
C -0.781 1.736 0.678 0.6478
H 2.277 0.197 0.987 -0.0314
H 0.806 -0.214 1.909 -0.5907
H 1.417 1.401 2.060 0.5127
H 1.137 2.925 -0.383 -0.4166
H 2.399 1.693 -0.630 -0.6410
H 1.524 2.732 -2.781 0.6952
H -0.045 2.510 -2.224 -1.1232
H 1.793 0.187 -2.703 0.3279
H 0.597 0.631 -3.847 0.1521
H -2.289 -0.880 -2.220 -0.4957
H -1.946 0.919 -2.101 -0.5508
H -1.767 -0.004 -3.508 -0.4342
H 0.184 -1.834 -3.653 0.0451
H 1.300 -1.917 -2.158 -0.2349
H -0.383 -2.474 -2.278 -0.1226
H -0.578 2.808 0.649 -0.0439
H -1.126 1.421 1.663 -0.4715
H -1.671 1.678 0.044 -0.4630
H -0.458 -1.978 0.140 -1.1740
C -0.406 10.304 1.116 -1.8705
C 0.229 9.036 0.457 2.0528
C 1.099 9.592 -0.656 -1.9130
C 2.027 8.565 -1.303 0.0818
C 2.874 7.951 -0.196 -1.7407
C 2.138 7.494 1.063 2.3650
N 1.075 8.397 1.455 -0.1849
O 0.251 7.806 2.444 -0.5450
C 1.560 6.056 0.772 -1.2303
C 3.178 7.332 2.191 -1.7028
C -0.950 8.278 -0.209 -0.8067
H -0.947 10.841 0.334 0.4512
H 0.257 11.011 1.612 0.3838
H -1.182 9.990 1.818 0.4228
H 0.462 10.025 -1.432 0.4851
H 1.620 10.480 -0.288 0.4390
H 2.643 9.067 -2.050 0.5168
H 1.519 7.774 -1.864 -0.2026
H 3.625 8.696 0.092 0.4510
H 3.503 7.196 -0.668 0.3190
H 0.476 6.119 0.862 -0.3526
H 1.716 5.850 -0.290 0.2827
H 1.950 5.262 1.402 0.5606
H 3.752 6.410 2.149 0.3386
H 3.792 8.234 2.228 0.4126
H 2.760 7.250 3.200 0.3634
H -1.905 8.757 0.009 0.3638
H -1.048 7.258 0.169 -0.3580
H -0.901 8.212 -1.294 0.0250
H 0.496 8.259 3.260 0.3479
C 7.074 1.695 1.151 -2.2343
C 6.534 1.370 -0.237 1.9325
C 5.704 2.614 -0.673 -1.3986
C 5.413 2.688 -2.172 0.3607
C 6.615 2.266 -3.051 -1.7904
C 7.383 0.993 -2.654 1.9041
N 7.604 1.153 -1.206 0.3174
O 8.562 0.245 -0.699 -0.4764
C 6.664 -0.312 -2.982 -1.5087
C 8.720 1.112 -3.374 -2.1541
C 5.538 0.202 -0.096 -1.6520
H 6.324 1.991 1.883 0.3581
H 7.897 2.413 1.191 0.4893
H 7.560 0.795 1.543 0.4457
H 4.772 2.515 -0.116 0.3058
H 6.258 3.530 -0.470 0.4445
H 5.074 3.704 -2.367 0.6522
H 4.612 2.003 -2.464 -0.4481
H 7.262 3.095 -3.332 0.3826
H 6.106 1.994 -3.985 0.5345
H 6.856 -1.071 -2.228 0.3018
H 5.581 -0.163 -2.988 0.1628
H 6.855 -0.573 -4.025 0.4536
H 9.307 0.233 -3.085 0.4796
H 8.659 1.163 -4.459 0.3932
H 9.345 1.920 -2.991 0.4596
H 4.664 0.426 0.518 0.4740
H 5.934 -0.760 0.229 0.4976
H 5.087 0.031 -1.075 0.0709
H 9.358 0.769 -0.565 0.3461
C -4.093 -8.241 0.893 -1.8645
C -3.639 -6.757 0.778 1.5171
C -2.254 -6.673 1.409 -1.9220
C -1.493 -5.372 1.198 3.0564
C -1.643 -4.970 -0.298 -0.9029
C -3.062 -5.041 -0.933 2.7791
N -3.615 -6.355 -0.634 0.1142
O -4.934 -6.460 -1.187 -0.4724
C -3.927 -3.828 -0.476 -1.2171
C -2.855 -4.826 -2.439 -1.5347
C -4.680 -6.005 1.648 -1.4228
H -3.909 -8.451 1.948 0.4143
H -3.549 -8.898 0.214 0.4778
H -5.163 -8.421 0.789 0.3682
H -2.460 -6.718 2.485 0.3225
H -1.716 -7.596 1.186 0.1671
H -0.422 -5.381 1.376 -0.7479
H -1.995 -4.562 1.721 -0.9871
H -0.977 -5.586 -0.911 0.5954
H -1.303 -3.941 -0.446 -0.7796
H -3.520 -2.879 -0.829 -0.2048
H -4.894 -3.959 -0.968 0.6181
H -4.129 -3.779 0.592 0.1373
H -2.569 -5.829 -2.787 0.4997
H -3.810 -4.645 -2.936 0.6481
H -2.026 -4.200 -2.751 -0.4428
H -5.656 -5.862 1.186 0.2698
H -4.230 -5.131 2.123 0.1238
H -4.950 -6.573 2.546 0.4507
H -4.731 -7.079 -1.897 0.3855
```


Density functional theory data (the ωB97M-V functional and the def2-TZVPD basis) for the molecule CH3ClN2O2 in a non-equilibrium geometry.

Properties
2S+1: 3
LUMO energy (alpha / beta) (eV): 0.353 / -3.490
Kohn-Sham gap (alpha / beta) (eV): 6.864 / 7.454

```
9
Properties=species:S:1:pos:R:3:mulliken_charge:R:1
C -0.969 -0.186 0.742 -0.5933
N 0.136 0.534 -0.269 -0.1037
N 0.910 -0.303 -0.984 1.0848
O 0.355 -1.351 -1.174 -0.5702
O 1.976 0.074 -1.402 -0.5969
Cl 1.070 1.877 0.361 -0.0939
H -0.409 -0.874 1.193 0.3113
H -1.325 0.616 1.522 0.2607
H -1.744 -0.388 0.010 0.3012
```


Density functional theory data (the ωB97M-V functional and the def2-TZVPD basis) for the molecule C22H32N2O3.

Properties
2S+1: 1
SMILES: CC(C)(C)c1ccc(C(=O)N2CCC(C(=O)NC[C@H]3CCCO3)CC2)cc1
LUMO energy (eV): 0.512
Kohn-Sham gap (eV): 9.613

```
59
Properties=species:S:1:pos:R:3:mulliken_charge:R:1
C -6.424 -0.446 -0.071 -1.6208
C -5.096 -1.188 0.136 2.1419
C -5.083 -2.410 -0.787 -2.1158
C -4.996 -1.682 1.586 -1.6309
C -3.948 -0.230 -0.143 0.6473
C -3.825 0.931 0.618 -0.3026
C -2.800 1.831 0.403 -0.8592
C -1.860 1.597 -0.594 0.2938
C -0.795 2.603 -0.899 0.2786
O -0.806 3.243 -1.934 -0.6654
N 0.149 2.785 0.058 0.1267
C 0.380 1.898 1.172 -1.1720
C 1.652 1.078 0.933 -0.1937
C 2.841 2.018 0.707 0.0591
C 4.139 1.242 0.492 0.0074
O 5.072 1.316 1.265 -0.6862
N 4.169 0.490 -0.627 -0.0585
C 5.264 -0.384 -0.963 -1.1499
C 4.866 -1.859 -0.789 0.1882
C 4.633 -2.257 0.673 -0.5067
C 3.510 -3.283 0.561 -0.6658
C 2.708 -2.720 -0.611 -0.0514
O 3.644 -2.112 -1.482 -0.4939
C 2.534 2.968 -0.455 -0.5684
C 1.231 3.718 -0.177 -1.2019
C -1.980 0.454 -1.369 -1.1024
C -3.004 -0.449 -1.139 -0.3564
H -7.260 -1.121 0.100 0.4526
H -6.488 -0.068 -1.089 0.3866
H -6.520 0.395 0.610 0.3336
H -4.169 -2.985 -0.664 0.4366
H -5.182 -2.114 -1.829 0.4312
H -5.922 -3.057 -0.541 0.4301
H -5.065 -0.859 2.292 0.3264
H -4.048 -2.191 1.746 0.3798
H -5.802 -2.381 1.799 0.4539
H -4.541 1.146 1.397 0.3550
H -2.733 2.728 1.003 0.4316
H 0.497 2.500 2.081 0.2859
H -0.477 1.235 1.300 0.6251
H 1.496 0.444 0.056 -0.0375
H 1.838 0.434 1.795 0.4696
H 2.992 2.612 1.616 0.3662
H 3.343 0.379 -1.194 0.3055
H 5.554 -0.209 -2.003 0.4150
H 6.097 -0.145 -0.301 0.4331
H 5.647 -2.486 -1.243 0.3680
H 5.534 -2.656 1.132 0.4254
H 4.306 -1.388 1.245 0.0993
H 2.914 -3.370 1.466 0.3748
H 3.915 -4.262 0.303 0.2629
H 2.167 -3.484 -1.175 0.3359
H 1.985 -1.969 -0.257 -0.0368
H 2.423 2.410 -1.387 0.3064
H 3.350 3.681 -0.581 0.3953
H 1.343 4.354 0.709 0.3597
H 0.952 4.336 -1.032 0.5718
H -1.268 0.270 -2.160 0.4781
H -3.055 -1.328 -1.761 0.4379
```


Total energy, record by record: -4712.87348; -759.75000; -1192.79664 a.u.
Energy relative to the best compared isomer or geometry (same formula, charge and spin), record by record: 0.0; 373.5; 10.0 kJ/mol